[1]
A 5-piece molecular cluster, C6H22O6 overall in a non-equilibrium geometry. Source: OMol25; level of theory: wB97M-V/def2-TZVPD.

Lowest unoccupied orbital energy (eV): 0.4
Gap between HOMO and LUMO (eV): 9.02
SMILES: OCCO.CO.CO.CO.CO
E_tot (a.u.): -693.04601

```
! RIJCOSX wB97M-V def2-TZVPD def2/J DEFGRID3
* xyz 0 1
O -25.5962 -27.3949 -0.0523
C -25.7916 -26.0051 0.0209
C -24.4599 -25.3772 0.5241
O -24.3150 -25.5704 1.8943
H -26.3446 -27.9253 -0.3356
H -26.1319 -25.6501 -0.9519
H -26.5441 -25.9993 0.8094
H -24.4323 -24.2990 0.3668
H -23.5313 -25.8261 0.1714
H -24.1586 -26.4922 2.1121
C -20.5000 -25.0636 5.5396
O -20.0985 -24.0110 4.7028
H -21.5885 -25.0603 5.4836
H -20.0351 -26.0056 5.2485
H -20.2174 -24.8523 6.5709
H -20.7331 -23.2975 4.8015
C -26.5759 -22.2207 4.4796
O -25.9913 -22.1847 3.2067
H -27.5359 -21.7048 4.4611
H -26.7617 -23.2479 4.7933
H -25.9046 -21.7652 5.2076
H -25.3114 -22.8535 3.0968
C -23.5528 -24.3434 4.2664
O -24.6730 -23.9962 3.4348
H -22.6066 -24.5089 3.7512
H -23.3394 -23.4779 4.8937
H -23.7853 -25.2607 4.8074
H -24.5513 -24.4475 2.5963
C -23.9559 -22.4840 6.6940
O -25.0292 -21.6925 7.2298
H -23.9960 -22.6334 5.6150
H -23.0007 -21.9669 6.7848
H -23.9986 -23.4221 7.2473
H -24.9040 -20.7672 7.0069
*
```

Löwdin atomic charge list, values in e, 8 entries: -0.086 -0.204 -0.168 -0.062 0.091 0.120 0.127 0.137

[2]
A 2-piece molecular cluster, C2H3PS overall in a non-equilibrium geometry. Source: OMol25; level of theory: wB97M-V/def2-TZVPD.

Lowest unoccupied orbital energy (eV): -0.5
Gap between HOMO and LUMO (eV): 8.06
E_tot (a.u.): -817.38204

```
! RIJCOSX wB97M-V def2-TZVPD def2/J DEFGRID3
* xyz 0 1
C -0.6301 0.0104 -0.0049
C 1.3352 0.5972 0.2214
P -0.7569 -1.3862 -0.7896
S 1.5378 1.1582 1.6683
H -1.3225 0.7182 0.1988
H 2.0353 0.5261 -0.6105
H -2.1988 -1.6238 -0.6836
*
```

The molecule's Löwdin atomic charges, reported in e, are given here: -0.536 -0.650 0.722 0.646 -0.055 0.008 -0.135

[3]
C33H29N8SeV as an isolated structure. Source: OMol25; level of theory: wB97M-V/def2-TZVPD.

Lowest unoccupied orbital energy (spin up / spin down) (eV): -7.2 / -7.3
Gap between HOMO and LUMO (spin up / spin down) (eV): 6.72 / 6.65
E_tot (a.u.): -5057.97520
Expectation value of S²: 2.023

```
! RIJCOSX wB97M-V def2-TZVPD def2/J DEFGRID3
* xyz 2 3
V -0.0058 0.1862 0.7495
C -2.5296 0.6676 -4.4899
C -3.1430 -0.3702 -3.5537
C -4.3354 0.2270 -2.8017
C -2.1289 -1.0344 -2.6335
C -0.7593 -0.9690 -2.8702
C 0.1489 -1.7041 -2.1138
C -0.2773 -2.5613 -1.1025
C 0.6542 -3.6072 -0.5494
C -1.6427 -2.5571 -0.8013
C -2.5442 -1.8091 -1.5462
H -3.3071 1.1136 -5.1089
H -1.7911 0.2359 -5.1651
H -2.0492 1.4764 -3.9296
H -3.5366 -1.1754 -4.1838
H -4.0111 0.9737 -2.0716
H -4.9193 -0.5252 -2.2726
H -5.0098 0.7219 -3.4998
H -0.3773 -0.3636 -3.6822
H 1.2023 -1.6729 -2.3683
H 0.6906 -4.4469 -1.2463
H 0.3187 -4.0031 0.4072
H 1.6745 -3.2391 -0.4406
H -2.0133 -3.2125 -0.0196
H -3.5981 -1.8856 -1.3093
C -0.6254 3.9762 2.5434
C 0.5862 4.6281 2.2907
C 1.6644 3.9042 1.8377
C 1.5492 2.5229 1.6397
N 0.3390 1.9171 1.8028
C -0.7073 2.6390 2.2690
N 2.7237 1.8424 1.3706
C 2.7870 0.5611 1.3795
N 1.7006 -0.3071 1.3668
C 2.1140 -1.5524 1.8393
N 1.3501 -2.4668 2.2968
C -0.0147 -2.3113 2.4417
C -0.6897 -3.3505 3.0932
C -2.0452 -3.2749 3.3068
C -2.7476 -2.1466 2.8761
C -2.0443 -1.1589 2.2484
N -0.7144 -1.2274 2.0165
C 3.5867 -1.5544 1.8358
C 4.4918 -2.5500 2.1393
C 5.8413 -2.2141 2.1010
C 6.2566 -0.9178 1.8034
C 5.3376 0.0911 1.5317
C 4.0018 -0.2563 1.5349
H -1.4835 4.5030 2.9347
H 0.6813 5.6904 2.4738
H 2.6322 4.3549 1.6718
H -1.6346 2.0959 2.4166
H -0.1035 -4.1978 3.4180
H -2.5632 -4.0818 3.8082
H -3.8120 -2.0456 3.0303
H -2.5518 -0.2695 1.8821
H 4.1628 -3.5478 2.3964
H 6.5846 -2.9695 2.3173
H 7.3142 -0.6916 1.7965
H 5.6557 1.1057 1.3325
Se 2.6025 2.1313 -2.2549
N 1.4702 3.3994 -2.7013
C 0.2941 3.0822 -2.1842
C -0.9093 3.8376 -2.2790
C -2.0066 3.3505 -1.6371
C -1.9237 2.1467 -0.8851
N -0.8475 1.4003 -0.8018
C 0.2708 1.8479 -1.4600
N 1.3921 1.1647 -1.3834
H -0.9236 4.7618 -2.8424
H -2.9551 3.8678 -1.6671
H -2.7974 1.8044 -0.3436
*
```

Löwdin atomic charge list, values in e, 8 entries: 1.091 -0.062 -0.357 -0.055 -0.191 -0.045 -0.058 -0.292

[4]
C9H15AgClNO6 as an isolated structure in a non-equilibrium geometry. Source: OMol25; level of theory: wB97M-V/def2-TZVPD.

Lowest unoccupied orbital energy (spin up / spin down) (eV): -4.9 / -9.0
Gap between HOMO and LUMO (spin up / spin down) (eV): 7.68 / 3.61
E_tot (a.u.): -1464.84103
Expectation value of S²: 0.757

```
! RIJCOSX wB97M-V def2-TZVPD def2/J DEFGRID3
* xyz 1 2
Ag 2.7051 -2.4342 0.3021
Cl 0.7757 -1.2150 1.4038
C 2.2452 1.7087 2.6961
N 3.5468 2.3259 2.4146
O 3.7536 2.7679 1.2813
O 4.3079 2.5205 3.3358
H 1.8192 2.1214 3.6087
H 2.3528 0.6564 2.9544
H 1.5824 1.8545 1.8539
O -1.2553 -2.4553 -1.6748
C -2.1804 -2.7227 -0.9687
O -3.2088 -3.5149 -1.3358
C -4.2363 -3.5927 -0.3479
C -3.9728 -2.4428 0.6149
C -2.4888 -2.1700 0.4142
H -4.1319 -4.5255 0.2120
H -5.2569 -3.5837 -0.7192
H -4.2282 -2.5975 1.6602
H -4.5122 -1.5394 0.3152
H -1.9155 -2.7406 1.1581
H -2.0305 -1.2020 0.6090
O 1.5631 -0.6028 -2.4446
C 1.4895 0.6160 -2.2204
O 1.1079 1.4670 -3.0911
C 0.8436 2.7645 -2.4721
C 1.6116 2.6792 -1.1542
C 1.6263 1.1747 -0.8390
H -0.2423 2.8620 -2.4372
H 1.1328 3.6219 -3.0772
H 1.2748 3.3187 -0.3357
H 2.6259 3.0776 -1.2366
H 0.7804 0.8168 -0.2408
H 2.5153 0.9855 -0.2393
*
```

Löwdin atomic charge list, values in e, 8 entries: 0.612 -0.133 0.012 -0.427 0.032 0.104 0.113 0.067

[5]
C39H38BaCl2N7O5S as an isolated structure in a non-equilibrium geometry. Source: OMol25; level of theory: wB97M-V/def2-TZVPD.

Lowest unoccupied orbital energy (eV): 2.1
Gap between HOMO and LUMO (eV): 6.67
E_tot (a.u.): -3612.79381

```
! RIJCOSX wB97M-V def2-TZVPD def2/J DEFGRID3
* xyz -1 1
Ba -1.0417 -0.3125 0.2910
O -2.2699 -2.1034 1.2543
C -2.2382 -3.3998 1.3724
C -2.7396 -4.0695 2.5101
C -2.5984 -5.4388 2.6616
C -1.9632 -6.2106 1.6883
C -1.4946 -5.5772 0.5435
C -1.6406 -4.2058 0.3659
C -1.2175 -3.5553 -0.9008
N -0.0199 -3.6030 -1.3322
N 0.2395 -3.0881 -2.6129
C 0.1519 -1.7983 -2.7398
O -0.1884 -0.9534 -1.8323
C 0.5626 -1.2445 -4.0777
C 1.3318 -1.9794 -4.9768
C 1.7246 -1.4206 -6.1860
C 1.3495 -0.1221 -6.5138
C 0.5792 0.6136 -5.6227
C 0.1937 0.0557 -4.4091
H -3.2100 -3.4682 3.2804
H -2.9820 -5.9153 3.5576
H -1.8458 -7.2794 1.8157
H -1.0152 -6.1503 -0.2435
H -1.9856 -3.0489 -1.4943
H 1.6078 -2.9912 -4.7077
H 2.3284 -1.9985 -6.8755
H 1.6586 0.3133 -7.4561
H 0.2815 1.6257 -5.8716
H -0.4012 0.6155 -3.6971
Cl -2.1106 2.8870 7.4583
C -1.9328 2.5194 5.7564
C -2.5355 3.3603 4.8052
C -2.4031 3.0904 3.4742
Cl -3.1730 4.1410 2.3135
C -1.6598 1.9605 2.9570
O -1.5535 1.7592 1.7141
C -1.0745 1.1306 3.9809
C -0.2937 -0.0547 3.6864
O -0.0157 -0.5107 2.5857
C -1.2245 1.4327 5.3466
H -3.1072 4.2209 5.1267
H 0.0969 -0.5710 4.5824
H -0.7652 0.7794 6.0810
N 2.7888 -1.3062 -1.2640
C 2.7424 -0.0455 -0.8035
N 2.0203 0.3604 0.1965
C 2.3282 1.6763 0.5160
C 1.7585 2.4039 1.5593
C 2.1058 3.7349 1.7286
C 3.0194 4.3554 0.8753
C 3.6073 3.6408 -0.1605
C 3.2597 2.3083 -0.3224
S 3.8117 1.1703 -1.5176
H 2.0928 -1.9533 -0.9159
H 3.1208 -1.4831 -2.1958
H 1.0314 1.9266 2.2027
H 1.6534 4.3023 2.5330
H 3.2767 5.3965 1.0220
H 4.3205 4.1137 -0.8244
C -0.1920 2.7680 -1.4263
N -1.5715 3.2548 -1.4611
C -1.7193 4.6198 -0.9804
C -2.5934 2.3511 -1.4044
O -2.3931 1.1432 -1.2340
N -3.8648 2.8419 -1.5658
C -4.9727 1.9672 -1.2330
C -4.1722 3.8963 -2.5114
H 0.4067 3.3317 -2.1448
H -0.1339 1.7126 -1.6942
H 0.2316 2.9098 -0.4306
H -1.0775 4.7614 -0.1089
H -2.7415 4.8107 -0.6699
H -1.4313 5.3448 -1.7471
H -4.6607 1.2481 -0.4838
H -5.3313 1.4208 -2.1116
H -5.7932 2.5662 -0.8336
H -3.2620 4.2994 -2.9462
H -4.7276 4.7118 -2.0397
H -4.7853 3.4933 -3.3240
N 1.3403 -3.3811 1.7515
C 2.7008 -3.2181 1.5764
C 3.3789 -2.1258 2.1266
C 4.7478 -1.9899 1.9587
C 5.4806 -2.9360 1.2485
C 4.8096 -4.0262 0.7050
C 3.4401 -4.1704 0.8639
H 0.8661 -3.9514 1.0655
H 0.7951 -2.5875 2.0486
H 2.8106 -1.3685 2.6555
H 5.2471 -1.1250 2.3798
H 6.5488 -2.8216 1.1163
H 5.3581 -4.7734 0.1429
H 2.9185 -5.0136 0.4230
*
```

Löwdin atomic charge list, values in e, 8 entries: 2.123 -0.415 -0.428 -0.035 -0.120 -0.130 -0.071 -0.185

[6]
A 2-piece molecular cluster, C2BrClN2S overall in a non-equilibrium geometry. Source: OMol25; level of theory: wB97M-V/def2-TZVPD.

Lowest unoccupied orbital energy (spin up / spin down) (eV): -0.4 / -0.4
Gap between HOMO and LUMO (spin up / spin down) (eV): 7.93 / 7.93
SMILES: [S-][N+]#CBr.N#CCl
E_tot (a.u.): -3617.99550

```
! RIJCOSX wB97M-V def2-TZVPD def2/J DEFGRID3
* xyz 0 1
S 2.2045 0.4676 -0.8829
N 1.2126 -0.7071 -0.6939
C 0.3380 -1.3190 -0.2110
Br -0.5575 -2.8721 -0.2310
N -1.2017 0.1835 0.7316
C -1.0429 1.3228 0.6762
Cl -0.9530 2.9243 0.6109
*
```

The molecule's Löwdin atomic charges, reported in e, are given here: 0.545 -0.664 -0.780 0.816 0.093 -0.804 0.793

- Look up the E_tot of the second one.
  -817.38204 a.u.